A) This record from the OMol25 dataset describes C3H4O in the gas phase. The level of theory is ωB97M-V/def2-TZVPD.

- molecular weight (g/mol) = 56.1
- E_LUMO (eV) = 0.06
- total charge = 0
- SMILES string = C=CC=O

Last column: Löwdin charge in e.
CARTESIAN COORDINATES (ANGSTROEM)
C1 -0.925 -0.805 -0.018  0.02
C2 -0.281 0.338 0.008  -0.19
C3 1.145 0.525 -0.110  -0.33
O1 1.873 -0.416 -0.049  0.05
H1 -2.072 -0.820 0.074  0.10
H2 -0.417 -1.728 -0.200  0.06
H3 -0.933 1.262 0.336  0.13
H4 1.610 1.644 -0.040  0.15

B) This record from the OMol25 dataset describes C3H4O in the gas phase. The level of theory is ωB97M-V/def2-TZVPD.

- molecular weight (g/mol) = 56.1
- E_LUMO (alpha / beta) (eV) = 0.66 / 0.54
- total charge = 0

Last column: Löwdin charge in e.
CARTESIAN COORDINATES (ANGSTROEM)
C1 -0.469 -0.593 0.058  -0.18
C2 -1.696 -0.261 0.303  0.04
C3 1.794 -0.142 -0.135  -0.05
O1 0.702 -0.778 0.272  0.00
H1 -2.482 -0.710 -0.103  0.00
H2 -1.849 0.625 0.948  0.08
H3 2.798 -0.518 0.054  0.05
H4 1.921 0.506 -0.994  0.05

C) This record from the OMol25 dataset describes C3H4O in the gas phase. The level of theory is ωB97M-V/def2-TZVPD.

- molecular weight (g/mol) = 56.1
- E_LUMO (eV) = -0.03
- total charge = 0
- SMILES string = C=CC=O

Last column: Löwdin charge in e.
CARTESIAN COORDINATES (ANGSTROEM)
C1 0.415 -0.575 -0.942  0.02
C2 -0.103 -0.440 0.234  -0.17
C3 -0.416 0.848 0.816  -0.28
O1 -0.273 1.933 0.253  0.02
H1 0.669 -1.514 -1.367  0.05
H2 0.941 0.286 -1.558  0.12
H3 -0.456 -1.407 0.662  0.12
H4 -0.776 0.868 1.901  0.13

D) This record from the OMol25 dataset describes a molecular structure, C3H4O. The level of theory is ωB97M-V/def2-TZVPD.

- molecular weight (g/mol) = 56.1
- E_LUMO (eV) = 0.98
- total charge = 0

Last column: Löwdin charge in e.
CARTESIAN COORDINATES (ANGSTROEM)
O1 -0.895 1.217 -0.214  -0.05
C1 -0.529 -0.104 -0.022  -0.35
C2 0.894 -0.363 -0.847  -0.05
C3 1.317 -0.513 0.320  0.05
H1 -0.644 1.437 -1.122  0.09
H2 -0.622 -0.283 1.059  0.11
H3 -1.192 -0.828 -0.505  0.11
H4 1.671 -0.563 1.331  0.08

Quick one: least stable of them? B)

A) This record from the OMol25 dataset describes C3H4O in the gas phase. The level of theory is ωB97M-V/def2-TZVPD.

- molecular weight (g/mol) = 56.1
- E_LUMO (eV) = 0.81
- total charge = 0
- SMILES string = C=C=CO

Last column: Löwdin charge in e.
CARTESIAN COORDINATES (ANGSTROEM)
C1 1.415 -0.608 -0.195  0.00
C2 0.211 -0.232 0.147  -0.10
C3 -1.051 0.051 0.345  -0.22
O1 -1.683 1.205 -0.025  -0.01
H1 1.538 -1.193 -1.104  0.06
H2 2.307 -0.382 0.386  0.05
H3 -1.723 -0.644 0.837  0.12
H4 -1.015 1.802 -0.390  0.10

B) This record from the OMol25 dataset describes 2 unconnected molecules or ions with the total composition C3H4O. The level of theory is ωB97M-V/def2-TZVPD.

- molecular weight (g/mol) = 56.1
- E_LUMO (alpha / beta) (eV) = -0.29 / -0.36
- total charge = 0

Last column: Löwdin charge in e.
CARTESIAN COORDINATES (ANGSTROEM)
C1 0.054 0.380 -0.059  -0.43
C2 0.687 0.878 -1.078  0.03
C3 -0.741 -0.645 0.640  -0.03
O1 -0.409 0.670 1.164  0.01
H1 1.221 1.888 -1.000  0.09
H2 0.842 0.189 -2.021  0.11
H3 -1.758 -1.054 0.786  0.07
H4 0.102 -2.306 1.569  0.15

Quick one: least stable of them? B)

A) This record from the OMol25 dataset describes a molecular structure, C6H14N2. The level of theory is ωB97M-V/def2-TZVPD.

- molecular weight (g/mol) = 114.2
- E_LUMO (eV) = 1.06
- total charge = 0

Last column: Löwdin charge in e.
CARTESIAN COORDINATES (ANGSTROEM)
C1 -0.520 0.137 0.862  -0.08
C2 -1.895 0.374 1.408  -0.05
C3 -1.280 0.166 -1.580  -0.07
C4 2.142 1.314 -0.023  -0.14
N1 -0.108 -1.625 0.193  -0.10
C5 -0.185 0.264 -0.541  -0.42
N2 1.191 -2.024 0.620  -0.05
C6 0.949 0.999 -0.865  -0.16
H1 -0.560 -2.262 -0.471  0.09
H2 0.281 0.334 1.568  0.12
H3 1.835 -2.131 -0.162  0.07
H4 1.161 -2.900 1.136  0.06
H5 0.988 1.408 -1.873  0.09
H6 -1.916 1.308 1.984  0.09
H7 -2.664 0.447 0.638  0.07
H8 -2.176 -0.423 2.103  0.09
H9 -1.997 -0.622 -1.343  0.07
H10 -0.850 -0.067 -2.556  0.08
H11 -1.829 1.109 -1.651  0.09
H12 2.188 2.381 0.224  0.06
H13 3.061 1.073 -0.573  0.07
H14 2.185 0.739 0.901  0.05

B) This record from the OMol25 dataset describes 3 unconnected molecules or ions with the total composition C6H14N2. The level of theory is ωB97M-V/def2-TZVPD.

- molecular weight (g/mol) = 114.2
- E_LUMO (alpha / beta) (eV) = 0.95 / 0.92
- total charge = 0

Last column: Löwdin charge in e.
CARTESIAN COORDINATES (ANGSTROEM)
C1 -0.140 1.702 -0.326  -0.37
C2 1.748 -0.357 1.017  -0.09
C3 -1.733 -0.846 -1.084  -0.09
C4 0.054 -2.934 0.145  -0.02
C5 0.550 -0.385 0.182  -0.13
C6 -0.453 -0.850 -0.380  -0.16
N1 1.074 2.428 -0.179  -0.01
N2 -1.125 2.092 0.604  0.02
H1 -0.528 1.663 -1.342  0.10
H2 0.944 3.440 -0.170  0.07
H3 1.750 2.180 -0.892  0.07
H4 -1.599 2.962 0.375  0.07
H5 -0.755 2.137 1.545  0.08
H6 1.574 -0.865 1.968  0.09
H7 2.586 -0.842 0.510  0.08
H8 2.024 0.681 1.227  0.06
H9 -2.307 -1.739 -0.825  0.08
H10 -2.321 0.026 -0.788  0.07
H11 -0.709 -3.162 0.884  0.00
H12 -0.109 -3.398 -0.823  0.00
H13 1.062 -3.094 0.517  0.00
H14 -1.587 -0.840 -2.168  0.09

Quick one: least stable of them? B)

A) This record from the OMol25 dataset describes 2 unconnected molecules or ions with the total composition C6H14N2. The level of theory is ωB97M-V/def2-TZVPD.

- molecular weight (g/mol) = 114.2
- E_LUMO (alpha / beta) (eV) = -0.29 / -0.29
- total charge = 0

Last column: Löwdin charge in e.
CARTESIAN COORDINATES (ANGSTROEM)
C1 0.127 -0.997 1.449  -0.13
C2 -0.815 -1.510 -1.211  -0.06
C3 0.282 -0.637 -0.618  -0.49
N1 0.986 -0.139 2.015  0.01
N2 1.539 -0.872 -0.874  0.10
H1 1.101 0.900 1.387  0.08
H2 1.945 -0.467 1.902  0.09
H3 1.668 -1.785 -1.310  0.05
H4 0.420 -2.036 1.347  0.10
H5 -0.923 -0.816 1.656  0.08
H6 -1.003 -1.236 -2.251  0.09
H7 -0.507 -2.557 -1.190  0.08
H8 -1.754 -1.428 -0.664  0.06
C4 -1.434 1.314 -0.002  -0.08
C5 -0.061 0.939 -0.563  -0.40
C6 1.030 1.692 0.067  -0.06
H9 -0.069 1.114 -1.645  0.15
H10 -1.666 2.346 -0.271  0.08
H11 -2.233 0.690 -0.396  0.07
H12 -1.456 1.263 1.088  0.07
H13 2.017 1.532 -0.347  0.05
H14 0.807 2.690 0.431  0.07

B) This record from the OMol25 dataset describes C6H14N2 in the gas phase. The level of theory is ωB97M-V/def2-TZVPD.

- molecular weight (g/mol) = 114.2
- E_LUMO (eV) = 1.11
- total charge = 0
- SMILES string = CN1CCC[C@H]1CN

Last column: Löwdin charge in e.
CARTESIAN COORDINATES (ANGSTROEM)
C1 -0.707 -0.769 1.892  -0.11
N1 -0.673 -0.183 0.565  -0.17
C2 -0.928 -1.208 -0.457  -0.21
C3 0.442 -1.677 -0.947  -0.16
C4 1.102 -0.307 -1.004  -0.16
C5 0.660 0.424 0.253  -0.32
C6 0.575 1.928 0.039  -0.25
N2 -0.494 2.327 -0.869  0.01
H1 -1.681 -0.653 2.378  0.08
H2 -0.041 -0.257 2.592  0.08
H3 -0.464 -1.837 1.939  0.08
H4 -1.451 -0.763 -1.318  0.11
H5 -1.624 -1.956 -0.071  0.12
H6 0.374 -2.111 -1.943  0.11
H7 0.904 -2.379 -0.257  0.11
H8 2.157 -0.230 -1.253  0.12
H9 0.638 0.177 -1.873  0.11
H10 1.292 0.186 1.108  0.13
H11 1.533 2.246 -0.389  0.10
H12 0.579 2.425 1.019  0.11
H13 -1.150 1.558 -0.966  0.05
H14 -1.046 3.059 -0.439  0.06

Quick one: least stable of them? A)

A) This record from the OMol25 dataset describes C6H14N2 in the gas phase. The level of theory is ωB97M-V/def2-TZVPD.

- molecular weight (g/mol) = 114.2
- E_LUMO (eV) = 1.07
- total charge = 0
- SMILES string = CCN/C=C/CCN

Last column: Löwdin charge in e.
CARTESIAN COORDINATES (ANGSTROEM)
C1 -1.995 -2.649 1.460  -0.10
C2 -0.639 -2.060 1.744  -0.27
N1 0.053 -1.645 0.503  -0.06
C3 0.557 -0.369 0.349  -0.17
C4 0.991 0.090 -0.843  -0.14
C5 1.521 1.491 -1.087  -0.21
C6 0.511 2.532 -0.589  -0.28
N2 -0.603 2.676 -1.551  -0.02
H1 -2.626 -1.878 1.004  0.08
H2 -2.531 -2.929 2.364  0.07
H3 -1.942 -3.471 0.738  0.07
H4 0.138 -2.645 2.201  0.10
H5 -0.813 -1.183 2.393  0.11
H6 0.072 -2.345 -0.223  0.13
H7 0.600 0.262 1.222  0.12
H8 1.136 -0.662 -1.617  0.09
H9 2.492 1.486 -0.585  0.10
H10 1.642 1.595 -2.151  0.09
H11 -0.020 2.301 0.329  0.09
H12 0.966 3.512 -0.484  0.10
H13 -0.259 2.986 -2.453  0.05
H14 -1.025 1.789 -1.791  0.05

B) This record from the OMol25 dataset describes C6H14N2 in the gas phase. The level of theory is ωB97M-V/def2-TZVPD.

- molecular weight (g/mol) = 114.2
- E_LUMO (eV) = 0.67
- total charge = 0

Last column: Löwdin charge in e.
CARTESIAN COORDINATES (ANGSTROEM)
C1 0.485 0.116 0.011  -0.54
C2 -1.685 -0.689 1.328  -0.14
C3 0.596 1.642 0.102  -0.03
C4 1.037 -0.396 -1.326  -0.03
C5 1.313 -0.483 1.154  -0.05
C6 -1.831 0.409 -0.833  -0.03
N1 -0.952 -0.264 0.122  -0.33
N2 -1.324 -1.633 0.263  0.01
H1 -0.509 -2.232 0.427  0.08
H2 -0.978 -0.763 2.181  0.02
H3 0.223 2.128 -0.792  0.08
H4 1.638 1.922 0.223  0.09
H5 0.043 2.009 0.962  0.10
H6 0.644 0.171 -2.168  0.07
H7 2.120 -0.299 -1.336  0.09
H8 0.785 -1.447 -1.468  0.09
H9 2.357 -0.219 1.009  0.09
H10 0.997 -0.085 2.116  0.08
H11 1.251 -1.569 1.186  0.08
H12 -1.956 1.448 -0.551  0.09
H13 -2.793 -0.090 -0.758  0.09
H14 -1.461 0.325 -1.853  0.09

Quick one: least stable of them? B)

A) This record from the OMol25 dataset describes 5 unconnected molecules or ions with the total composition C6H14N2. The level of theory is ωB97M-V/def2-TZVPD.

- molecular weight (g/mol) = 114.2
- E_LUMO (eV) = 0.83
- total charge = 0

Last column: Löwdin charge in e.
CARTESIAN COORDINATES (ANGSTROEM)
C1 -2.053 1.059 -0.587  -0.19
C2 -1.453 0.757 1.662  -0.17
N1 -2.345 0.560 0.551  -0.09
C3 -1.008 -1.991 -0.812  -0.15
N2 -1.333 -1.911 0.300  0.11
H1 -1.291 0.070 -2.030  0.05
H2 -1.377 -0.181 2.207  0.05
H3 -1.140 1.650 -0.738  0.07
H4 -2.888 1.237 -1.258  0.07
H5 -1.894 1.476 2.355  0.08
H6 -0.452 1.100 1.374  0.06
H7 -0.572 -2.539 -1.616  0.06
H8 -1.174 -0.698 -2.377  0.07
C4 2.113 -0.706 1.046  -0.12
C5 2.113 -0.290 -0.388  -0.26
C6 2.082 0.961 -0.819  -0.03
H9 2.202 -1.099 -1.107  0.09
H10 1.259 -1.353 1.257  0.05
H11 3.015 -1.272 1.285  0.07
H12 2.056 0.160 1.704  0.07
H13 2.122 1.210 -1.869  0.05
H14 2.016 1.798 -0.139  0.05

B) This record from the OMol25 dataset describes 2 unconnected molecules or ions with the total composition C6H14N2. The level of theory is ωB97M-V/def2-TZVPD.

- molecular weight (g/mol) = 114.2
- E_LUMO (eV) = 0.98
- total charge = 0
- SMILES string = [H]/N=C/NC.C/C=C/C

Last column: Löwdin charge in e.
CARTESIAN COORDINATES (ANGSTROEM)
H1 1.418 3.779 2.105  0.03
N1 1.184 3.398 1.196  0.06
C1 0.134 2.688 1.213  -0.38
N2 -0.592 2.385 0.089  -0.07
C2 -1.975 1.988 0.250  -0.11
H2 -0.242 2.196 2.121  0.12
H3 -0.395 3.060 -0.638  0.13
H4 -2.340 1.503 -0.655  0.08
H5 -2.032 1.276 1.072  0.08
H6 -2.650 2.818 0.472  0.08
C3 1.396 -0.479 0.157  -0.11
C4 0.809 -1.841 -0.014  -0.18
C5 0.436 -2.341 -1.184  -0.19
C6 -0.124 -3.720 -1.376  -0.12
H7 1.487 0.063 -0.782  0.07
H8 0.822 0.143 0.844  0.04
H9 2.399 -0.526 0.592  0.07
H10 0.675 -2.465 0.868  0.10
H11 0.420 -1.693 -2.056  0.10
H12 -0.041 -4.305 -0.459  0.07
H13 -1.181 -3.671 -1.644  0.07
H14 0.394 -4.255 -2.172  0.07

Quick one: least stable of them? A)